Below is a cluster of 11 separate species, C72H164N10O12 in total, with properties calculated with ωB97M-V with the def2-TZVPD basis set.

* HOMO: -8.5 eV
* HOMO-LUMO gap: 8.87 eV
* charge: 0
* SMILES: CC1(C)CCCC(C)(C)N1O.CC1(C)CCCC(C)(C)N1O.CC1(C)CCCC(C)(C)N1O.CC1(C)CCCC(C)(C)N1O.CC1(C)CCCC(C)(C)N1O.CC1(C)CCCC(C)(C)N1O.COC[C@H](C)N.COC[C@H](C)N.COC[C@H](C)N.COC[C@H](C)N.OCCO

```
258
Properties=species:S:1:pos:R:3:forces:R:3
C 15.211553 20.971557 17.312603 -0.18 0.62 0.22
C 14.806911 22.042297 16.337942 -1.66 0.41 -1.01
C 13.529919 22.777306 16.744784 0.96 0.42 1.50
O 13.198061 23.713814 15.766153 -0.02 -0.44 -0.69
C 12.135271 24.549394 16.116167 -0.53 0.39 -0.78
N 15.843870 23.029018 16.146794 1.15 -0.74 1.00
H 16.073168 20.436389 16.929676 0.38 -0.03 0.19
H 14.423002 20.245375 17.437300 -0.35 -0.25 -0.04
H 15.374218 21.462898 18.269157 0.47 -0.26 0.29
H 14.545051 21.517131 15.418489 0.06 0.08 -0.18
H 13.769792 23.399039 17.646604 -0.25 -0.77 -0.02
H 12.722005 22.061905 16.963316 -0.02 0.18 -0.10
H 12.331136 25.126095 17.038102 0.03 -0.09 -0.33
H 11.175269 24.009688 16.232549 0.38 -0.03 0.10
H 12.025749 25.193170 15.223508 -0.11 0.09 0.74
H 16.681429 22.541697 15.864915 0.26 0.15 -0.16
H 15.666937 23.774269 15.512590 -0.59 0.32 -0.58
C 12.889357 17.822577 10.124182 0.70 0.63 -0.06
C 13.893374 16.928594 9.435309 1.49 -0.53 0.02
C 15.399415 17.380075 9.627587 -1.83 1.44 0.20
O 15.410945 18.730952 9.101723 0.28 -1.35 0.36
C 16.685205 19.342694 9.013030 -0.83 -0.41 1.04
N 13.806599 15.613397 10.057277 -0.68 -0.28 -0.36
H 13.078764 17.793345 11.202101 -0.27 0.07 -0.05
H 11.847510 17.562153 9.888018 0.39 -0.03 0.13
H 13.123655 18.816553 9.747755 -0.45 0.29 0.18
H 13.618413 16.910746 8.375162 0.43 -0.11 -0.13
H 16.183899 16.734166 9.181124 -0.61 0.20 -0.09
H 15.533385 17.394217 10.733815 0.28 0.12 -0.59
H 17.221451 18.966503 8.150954 0.31 0.23 -0.28
H 17.261573 19.177273 9.932170 0.13 -0.15 -0.11
H 16.418637 20.385485 9.003822 0.50 0.58 -0.56
H 12.966500 15.178619 9.703223 -0.13 -0.48 0.10
H 14.573584 14.991369 9.877575 0.38 -0.16 -0.39
C 19.572909 21.458107 14.937108 -0.01 -0.27 -0.70
C 19.773527 22.591544 15.893356 0.64 1.02 0.92
C 20.909986 22.348270 16.955599 -1.15 -1.10 -0.30
O 20.593315 21.140466 17.757702 0.54 0.91 -0.32
C 19.412002 21.188457 18.559677 0.17 0.39 -0.42
N 19.980114 23.930820 15.231951 -0.22 -1.04 0.95
H 19.487912 20.471873 15.379066 -0.12 -0.10 0.56
H 20.465573 21.395963 14.322901 0.01 -0.01 -0.67
H 18.646896 21.627812 14.349251 0.67 -0.07 -0.03
H 18.840246 22.641877 16.456270 0.07 0.61 0.17
H 21.067253 23.246511 17.564244 -0.36 -0.21 0.16
H 21.873421 22.146928 16.453680 -0.42 -0.23 0.22
H 19.397109 22.042171 19.224988 0.14 0.57 0.14
H 19.344033 20.325874 19.238589 0.26 -0.06 -0.64
H 18.526739 21.262624 17.921889 -0.16 -0.27 0.18
H 20.659508 23.917452 14.484282 0.22 -0.36 -0.01
H 19.111654 24.200554 14.806193 -0.36 0.23 -0.13
C 16.577303 16.352968 13.020223 0.16 1.00 -0.86
C 16.245263 16.452198 14.460038 -1.27 -1.57 1.30
C 17.296193 17.093879 15.290830 0.32 0.92 0.23
O 16.846181 17.097773 16.624240 1.04 0.03 1.30
C 17.911493 17.383078 17.607984 -1.31 -0.55 -1.26
N 14.953833 17.191025 14.569391 0.83 -0.18 -0.48
H 16.616674 17.413404 12.732098 -0.05 -0.21 -0.61
H 15.777486 15.847433 12.477133 0.03 0.06 -0.04
H 17.535271 15.929021 12.732328 0.12 -0.29 0.35
H 16.137018 15.428592 14.919299 -0.06 0.58 -0.43
H 17.437378 18.153066 14.978724 0.33 -0.41 -0.13
H 18.214821 16.492318 15.200049 0.07 0.33 -0.05
H 17.454009 17.038453 18.547156 0.55 0.50 -0.17
H 18.173057 18.454357 17.571245 -0.15 -0.30 0.28
H 18.807006 16.790816 17.361031 -0.25 0.11 0.16
H 14.261304 16.605547 14.117575 -0.33 0.03 -0.15
H 14.695222 17.253088 15.538365 -0.07 0.06 0.45
C 13.180603 13.032922 14.472813 0.31 0.61 -0.09
C 12.686406 12.856709 13.039214 0.18 -1.48 -0.64
C 11.632007 11.743195 12.910343 -0.25 -0.53 -0.57
C 10.253916 12.075306 13.445259 -0.45 -0.29 -0.42
C 9.806314 13.321436 12.698298 0.73 0.19 0.14
C 10.777754 14.497636 12.827073 0.55 0.01 -0.12
N 12.149828 14.037561 12.354136 0.33 1.05 0.49
O 13.161080 15.116416 12.552296 -1.55 -1.02 0.38
C 10.287168 15.543426 11.825011 1.56 0.16 0.13
C 10.787174 15.132216 14.242179 -0.31 0.23 -1.14
C 13.902637 12.313699 12.230437 -0.72 0.53 0.46
H 12.389277 13.245842 15.186572 -0.11 -0.40 0.17
H 13.827107 13.923056 14.495610 0.03 -0.28 0.03
H 13.797049 12.160839 14.746993 -0.46 0.31 0.19
H 11.514763 11.490774 11.820728 0.11 0.36 0.77
H 12.005872 10.823411 13.353223 0.26 -0.03 0.26
H 10.191871 12.157553 14.540151 0.32 0.36 -0.21
H 9.556768 11.251365 13.223059 0.22 0.14 -0.07
H 8.871490 13.694433 13.083823 -0.63 0.04 -0.15
H 9.761391 13.152138 11.605050 -0.37 -0.36 0.55
H 10.359898 15.160420 10.797035 -0.31 0.13 0.27
H 9.320860 15.945617 12.089764 -0.43 -0.17 -0.11
H 11.005457 16.352667 11.939581 -0.03 0.39 -0.35
H 10.352996 14.449934 14.971601 0.33 0.18 0.27
H 11.793891 15.483600 14.443405 0.10 -0.24 0.46
H 10.183800 16.043581 14.168001 -0.14 -0.20 0.39
H 14.171172 11.320439 12.583542 -0.08 -0.09 0.07
H 14.728508 12.971787 12.465912 0.45 0.16 -0.55
H 13.634423 12.243883 11.172229 0.30 0.25 0.06
H 13.387845 15.352118 11.616714 0.11 0.14 0.09
C 20.108616 20.492237 24.733943 -0.08 0.38 1.72
C 19.846457 20.819844 23.317642 0.63 0.73 -2.22
C 21.163095 20.730358 22.505360 0.08 -0.25 0.14
C 21.680934 19.313983 22.243869 -0.82 0.26 1.58
C 20.561878 18.562745 21.607430 0.15 0.12 -0.99
C 19.252977 18.504173 22.362033 -0.68 1.44 -0.71
N 18.858716 19.935159 22.684278 0.44 0.04 -1.00
O 17.641372 20.044768 23.409897 0.03 -0.55 0.14
C 18.212182 17.997046 21.348228 -0.18 1.09 -0.26
C 19.314406 17.586755 23.535784 -0.17 -0.37 1.50
C 19.442204 22.311346 23.046645 -1.13 -0.58 -0.25
H 20.209268 21.420166 25.321153 0.06 -0.39 -0.03
H 21.044936 19.945542 24.798814 0.01 -0.17 0.39
H 19.298729 19.902633 25.173954 0.18 0.16 0.01
H 20.918158 21.270545 21.588797 0.69 -0.12 -0.22
H 21.871413 21.265879 23.137847 0.23 0.37 -0.44
H 21.865677 18.873661 23.237491 0.50 -0.04 -0.32
H 22.561180 19.240223 21.617006 0.31 0.28 0.09
H 20.827612 17.523579 21.442770 0.20 -0.23 -0.42
H 20.433589 19.096897 20.644946 -0.35 -0.66 0.13
H 18.260083 18.640445 20.441956 -0.02 -0.33 0.51
H 18.396281 16.974561 21.019140 -0.09 -0.12 0.28
H 17.212634 18.139556 21.767956 0.06 -0.44 -0.02
H 19.565279 16.567690 23.267344 -0.24 -0.30 -0.44
H 20.073134 17.821157 24.289904 -0.12 0.40 -0.17
H 18.337414 17.593876 24.038619 0.24 -0.14 -0.02
H 19.269640 22.478839 21.975376 -0.11 -0.43 0.08
H 20.158670 23.095494 23.280795 0.33 -0.39 0.65
H 18.492919 22.513785 23.535595 -0.04 0.28 0.26
H 17.078621 20.565658 22.827701 0.00 -0.07 -0.03
C 19.723938 18.623103 12.381486 0.31 -0.06 -0.12
C 21.115963 18.495701 11.771321 0.06 -1.24 0.44
C 22.050485 18.212689 13.001999 -1.40 0.30 -0.56
C 23.422521 17.723773 12.700660 0.36 0.03 0.05
C 23.273676 16.449125 11.924159 0.01 -0.18 -1.42
C 22.349641 16.565284 10.626226 2.16 -1.42 1.20
N 21.098288 17.193505 11.017460 -0.30 0.02 -0.63
O 20.124621 17.144488 9.936726 0.79 0.66 0.30
C 23.188463 17.253115 9.505340 -1.05 0.28 0.88
C 22.206599 15.038562 10.323320 -1.15 1.15 -0.96
C 21.473236 19.773755 11.009993 -0.07 -0.41 -0.19
H 18.996595 18.808758 11.586853 -0.19 -0.27 0.30
H 19.740091 19.459002 13.068793 -0.18 0.32 0.12
H 19.546232 17.719113 12.978050 -0.47 0.17 -0.46
H 22.102071 19.117463 13.589968 -0.21 0.33 0.35
H 21.478660 17.449611 13.542838 0.25 0.14 0.31
H 23.921017 17.487212 13.656155 0.25 0.46 -0.31
H 23.948745 18.533597 12.168640 0.28 -0.49 0.17
H 22.867056 15.665105 12.584210 -0.06 0.27 -0.24
H 24.214698 16.035737 11.516563 -0.15 0.32 0.44
H 24.000028 16.612271 9.160912 -0.09 0.07 0.04
H 22.512522 17.473699 8.676430 0.28 0.09 -0.22
H 23.586732 18.189082 9.921977 0.04 -0.17 -0.45
H 23.165921 14.588336 10.051503 -0.15 0.15 0.22
H 21.750129 14.558498 11.175193 0.03 -0.28 0.27
H 21.510286 14.912016 9.495517 0.04 -0.18 -0.22
H 21.240356 19.701239 9.941808 -0.14 0.05 0.14
H 22.534622 19.959297 11.083421 0.34 0.30 -0.01
H 20.908480 20.608748 11.438749 0.25 -0.03 -0.16
H 20.406310 17.742792 9.204647 0.04 -0.36 0.71
C 17.655566 12.457715 18.800829 -0.48 -1.45 0.05
C 17.810921 11.969240 17.360134 -1.09 1.86 -1.00
C 19.108713 11.256615 17.247928 1.15 0.36 0.30
C 19.305454 10.556395 15.929027 1.49 -0.06 0.69
C 18.202097 9.594460 15.700008 -0.15 -0.06 -1.34
C 16.846921 10.306437 15.655563 0.02 -0.73 1.42
N 16.772490 11.011064 16.970773 -0.20 -0.76 0.57
O 15.461644 11.542095 17.251556 0.84 0.19 -0.87
C 16.665333 11.134126 14.427846 0.12 1.35 -0.07
C 15.816784 9.198954 15.660172 -0.27 -0.83 0.24
C 17.792347 13.206120 16.461971 0.11 0.51 0.11
H 18.634319 12.719076 19.192166 0.03 0.27 0.05
H 17.331434 11.543589 19.295547 -0.05 0.07 0.75
H 16.920032 13.237550 18.990920 0.04 0.05 -0.31
H 19.931614 11.974942 17.401774 -0.27 -0.11 0.09
H 19.118246 10.568755 18.095763 0.33 -0.40 -0.15
H 20.270762 10.041031 15.991583 -0.10 -0.18 -0.09
H 19.457365 11.246192 15.095331 -0.33 0.15 0.08
H 18.191937 8.803947 16.446341 0.01 -0.02 0.10
H 18.388375 9.161415 14.710852 -0.33 -0.38 0.08
H 16.053611 10.607161 13.704351 0.07 0.13 -0.25
H 16.170876 12.050945 14.757590 -0.26 -0.03 -0.52
H 17.622623 11.440856 13.998372 -0.17 -0.07 -0.21
H 15.908856 8.599277 14.739875 0.09 0.15 0.34
H 16.043395 8.570512 16.521745 -0.18 -0.27 -0.03
H 14.771756 9.485544 15.745340 -0.01 0.47 -0.07
H 16.776122 13.577526 16.277236 0.19 -0.29 -0.11
H 18.346815 13.012581 15.549516 -0.24 0.23 -0.35
H 18.294115 14.015717 16.986553 0.26 0.20 0.00
H 15.247914 10.974796 17.983535 -0.60 -0.17 0.50
C 15.120770 16.707412 20.004946 0.14 -0.34 -0.06
C 13.684189 17.090060 20.268703 -0.83 0.62 -0.39
C 13.117154 17.973302 19.148634 0.61 -0.27 -0.01
C 12.996523 17.175008 17.858341 -0.71 -0.30 0.70
C 11.953309 16.081793 18.171401 1.10 -1.39 -0.37
C 12.387025 15.073535 19.304147 -0.71 0.29 -0.62
N 12.745564 15.944445 20.413265 0.87 0.05 2.00
O 13.168032 15.181387 21.591472 -0.32 0.24 -1.01
C 11.155919 14.248469 19.733892 0.68 0.70 0.16
C 13.452096 14.083251 18.758868 0.19 1.26 -0.52
C 13.665603 17.975245 21.536639 0.25 -1.59 0.17
H 15.428405 15.986573 20.764614 0.27 -0.23 -0.21
H 15.740620 17.569833 20.191964 0.29 0.35 -0.17
H 15.307283 16.342683 18.990379 0.05 -0.09 0.30
H 12.117057 18.286779 19.465236 0.14 0.21 -0.07
H 13.793158 18.835149 19.117342 -0.26 0.05 -0.37
H 13.958196 16.778435 17.527661 -0.03 -0.12 0.09
H 12.606406 17.756978 17.040302 -0.11 0.48 -0.36
H 11.850955 15.416542 17.305894 -0.38 0.30 -0.16
H 10.997690 16.552673 18.403576 -0.01 -0.13 0.08
H 10.435090 14.922872 20.205528 -0.26 -0.21 -0.47
H 10.813000 13.665222 18.883882 -0.47 0.20 -0.08
H 11.446045 13.550120 20.498339 0.23 -0.38 0.38
H 13.036016 13.412809 17.996990 -0.18 0.02 0.37
H 14.180265 14.692497 18.198379 0.22 -0.52 0.37
H 13.927148 13.492559 19.544161 0.04 0.07 -0.08
H 14.299922 18.863136 21.390656 -0.64 -0.10 -0.02
H 14.128586 17.373897 22.329938 -0.15 0.33 0.11
H 12.621089 18.129701 21.811006 0.19 0.54 0.07
H 14.064793 14.867540 21.391070 -0.16 -0.08 0.02
C 21.559630 15.899366 18.070341 -0.07 0.69 -0.60
C 22.492868 16.905491 17.367890 1.10 -0.18 -0.02
C 23.519845 17.578873 18.318122 -2.09 1.25 -0.23
C 24.546735 16.709872 18.868749 1.18 -1.28 1.10
C 25.397005 16.142006 17.746795 -1.11 0.13 -0.55
C 24.489102 15.459126 16.648678 1.99 -0.26 0.61
N 23.357237 16.297235 16.286615 -0.30 1.49 0.90
O 22.593653 15.610818 15.325060 -0.52 -0.04 -0.19
C 25.425353 15.414796 15.420112 -0.26 -0.61 0.25
C 24.075878 14.046971 17.093879 -0.57 -0.06 -1.07
C 21.677265 18.064885 16.806149 0.08 0.05 -0.36
H 22.104066 15.045362 18.437773 0.01 -0.19 0.32
H 20.823864 15.547407 17.330272 0.14 0.02 0.31
H 21.040483 16.423993 18.886106 0.05 -0.29 -0.14
H 23.988088 18.364552 17.722486 0.06 0.16 0.02
H 22.939271 18.092664 19.120323 0.29 -0.30 -0.45
H 24.081912 15.875577 19.436478 0.27 0.35 -0.14
H 25.167521 17.273338 19.584053 -0.09 -0.26 -0.14
H 26.110488 15.427649 18.143289 0.10 -0.30 -0.18
H 25.960488 16.931706 17.233107 -0.09 0.06 0.30
H 26.409999 15.005402 15.684143 -0.37 -0.24 -0.10
H 24.980693 14.891895 14.579280 0.05 -0.40 -0.06
H 25.603178 16.414347 15.088002 0.08 0.86 -0.17
H 24.825649 13.284653 16.827721 -0.09 0.36 0.42
H 23.791959 14.012115 18.146846 0.23 -0.21 -0.10
H 23.191475 13.825984 16.466488 0.28 -0.28 0.53
H 20.927631 17.698854 16.114114 -0.36 -0.09 -0.15
H 22.324807 18.750151 16.224998 -0.26 -0.20 0.47
H 21.172763 18.611859 17.625223 0.30 -0.17 -0.47
H 22.706009 16.162579 14.544057 -0.15 -0.10 -0.06
C 15.711200 20.430778 12.591582 -2.67 0.40 -0.36
C 15.820627 21.913646 12.374727 2.16 0.49 -0.33
O 14.687792 22.663316 12.590428 -1.52 -0.01 -0.43
O 15.169672 20.210232 13.908627 1.04 -0.73 -0.96
H 16.580937 19.860346 12.334458 1.00 -0.10 0.33
H 14.942134 20.108465 11.873366 0.01 -0.22 -0.08
H 16.140913 22.133556 11.334930 0.18 -0.23 0.62
H 16.514539 22.326954 13.114661 0.96 -0.25 -0.30
H 14.375994 22.336558 13.427376 -0.81 0.13 0.79
H 15.073896 19.235502 13.945788 -0.24 0.07 0.61
```
Positions in Å, forces in eV/Å.

These are the Löwdin partial charges, in e, on atoms 1 to 4: atom 1 (C): -0.04, atom 2 (C): -0.46, atom 3 (C): -0.22, atom 4 (O): -0.20